i | {
  "formula": "C3H8O2",
  "method": "ωB97M-V with the def2-TZVPD basis set",
  "total_charge": 0,
  "orbital_gap_ev": 10.921,
  "multiplicity": 1,
  "smiles": "C[C@@H](O)CO",
  "elements": ["C", "C", "O", "C", "O", "H", "H", "H", "H", "H", "H", "H", "H"],
  "positions_angstrom": [[0.78, -0.44, -1.25], [0.38, 0.09, 0.11], [0.20, 1.51, 0.08], [-0.95, -0.49, 0.59], [-1.38, 0.18, 1.75], [-0.01, -0.24, -1.99], [0.93, -1.53, -1.19], [1.71, 0.01, -1.61], [1.16, -0.16, 0.86], [0.95, 1.92, 0.52], [-1.68, -0.41, -0.23], [-0.84, -1.55, 0.83], [-1.24, 1.12, 1.53]],
  "nbo_charge": [-0.631, 0.066, -0.743, -0.078, -0.716, 0.214, 0.213, 0.216, 0.164, 0.480, 0.155, 0.181, 0.478]
}

=====

ii | {
  "formula": "C3H8O2",
  "method": "ωB97M-V with the def2-TZVPD basis set",
  "total_charge": 0,
  "orbital_gap_ev": [7.207, 7.205],
  "multiplicity": 1,
  "elements": ["C", "C", "C", "O", "O", "H", "H", "H", "H", "H", "H", "H", "H"],
  "positions_angstrom": [[0.41, -0.69, 1.24], [0.26, 0.73, -0.92], [0.13, -0.56, -0.21], [-2.47, -0.14, 0.06], [0.00, -1.69, -0.86], [0.85, -1.66, 1.46], [1.04, 0.12, 1.61], [-0.54, -0.64, 1.77], [1.27, 0.84, -1.31], [0.06, 1.56, -0.24], [-0.44, 0.78, -1.76], [-2.52, 0.80, 0.25], [-0.39, -1.57, -1.75]],
  "nbo_charge": [-0.736, -0.722, 0.734, -1.149, -0.601, 0.243, 0.233, 0.323, 0.236, 0.257, 0.262, 0.406, 0.515]
}

=====

iii | {
  "formula": "C3H8O2",
  "method": "ωB97M-V with the def2-TZVPD basis set",
  "total_charge": 0,
  "orbital_gap_ev": 11.126,
  "multiplicity": 1,
  "smiles": "C=O.CCO",
  "elements": ["O", "C", "H", "H", "C", "O", "C", "H", "H", "H", "H", "H", "H"],
  "positions_angstrom": [[1.99, -6.66, -0.60], [2.00, -5.48, -0.80], [2.27, -4.99, -1.77], [1.61, -4.81, 0.00], [-1.25, 2.07, 0.41], [-2.21, 2.88, 1.09], [0.05, 2.80, 0.03], [-1.01, 1.20, 1.03], [-1.60, 1.72, -0.57], [-2.86, 2.21, 1.28], [-0.28, 3.74, -0.40], [0.55, 3.02, 0.98], [0.73, 2.32, -0.67]],
  "nbo_charge": [-0.488, 0.277, 0.110, 0.101, -0.066, -0.707, -0.631, 0.152, 0.149, 0.466, 0.214, 0.205, 0.219]
}

=====

Which structure is most stable, and how do the rest compare? From most to least stable: i, iii, ii.

=====

i | {
  "formula": "C3H8O2",
  "method": "ωB97M-V with the def2-TZVPD basis set",
  "total_charge": 0,
  "orbital_gap_ev": 9.821,
  "multiplicity": 1,
  "smiles": "C=C(C)O.O",
  "elements": ["C", "C", "O", "C", "H", "H", "H", "H", "H", "H", "H", "H", "O"],
  "positions_angstrom": [[0.19, 2.24, -0.10], [0.03, 0.94, 0.12], [-0.85, 0.17, -0.59], [0.78, 0.14, 1.13], [0.91, 2.79, 0.49], [-0.33, 2.70, -0.93], [-1.29, 0.76, -1.20], [1.11, 0.80, 1.94], [0.20, -0.69, 1.51], [1.70, -0.23, 0.65], [-0.35, -2.91, 0.35], [-0.50, -2.09, -0.91], [0.01, -2.82, -0.54]],
  "nbo_charge": [-0.553, 0.345, -0.700, -0.665, 0.215, 0.193, 0.481, 0.225, 0.221, 0.238, 0.462, 0.481, -0.944]
}

=====

ii | {
  "formula": "C3H8O2",
  "method": "ωB97M-V with the def2-TZVPD basis set",
  "total_charge": 0,
  "orbital_gap_ev": 2.895,
  "multiplicity": 1,
  "elements": ["C", "O", "C", "C", "H", "H", "H", "H", "H", "H", "H", "H", "O"],
  "positions_angstrom": [[-2.20, 0.90, 0.35], [1.71, -1.06, 1.56], [-1.20, 0.29, -0.42], [-1.49, -0.32, -1.60], [-1.86, 1.34, 1.28], [-3.21, 0.77, -0.02], [2.21, -1.87, 1.70], [-0.16, 0.33, -0.12], [-2.48, -0.34, -2.05], [-0.73, -0.67, -2.30], [2.37, -0.30, 0.98], [3.97, 0.54, 0.47], [3.07, 0.38, 0.18]],
  "nbo_charge": [-0.017, -1.077, -0.339, -0.014, 0.242, 0.207, 0.441, 0.303, 0.193, 0.231, 0.487, 0.432, -1.090]
}

=====

Which structure is most stable, and how do the rest compare? From most to least stable: i, ii.

=====

i | {
  "formula": "C2H5NO3S",
  "method": "ωB97M-V with the def2-TZVPD basis set",
  "total_charge": 0,
  "orbital_gap_ev": [9.637, 9.637],
  "multiplicity": 1,
  "elements": ["C", "C", "N", "O", "O", "O", "S", "H", "H", "H", "H", "H"],
  "positions_angstrom": [[0.08, -0.08, 0.42], [-0.49, 1.32, 0.19], [-0.59, -1.34, 0.76], [1.31, -0.60, -1.67], [2.54, 0.84, 0.05], [-1.95, -1.19, 0.93], [1.83, -0.42, -0.12], [-0.97, 1.71, 1.14], [-1.40, 1.17, -0.51], [0.36, 1.98, -0.07], [1.63, -1.40, -2.17], [-2.36, -2.01, 1.05]],
  "nbo_charge": [-0.030, -0.726, -0.107, -0.910, -0.925, -0.559, 1.492, 0.247, 0.257, 0.265, 0.514, 0.482]
}

=====

ii | {
  "formula": "C2H5NO3S",
  "method": "ωB97M-V with the def2-TZVPD basis set",
  "total_charge": 0,
  "orbital_gap_ev": 9.500,
  "multiplicity": 1,
  "elements": ["C", "C", "N", "O", "O", "O", "S", "H", "H", "H", "H", "H"],
  "positions_angstrom": [[1.01, 0.32, 1.05], [1.25, 0.29, -0.49], [-2.29, -0.64, -0.38], [-3.02, -1.54, -0.52], [-2.39, 0.34, 0.33], [-1.20, -0.86, -1.06], [-0.18, 0.66, -1.44], [0.69, 1.33, 1.37], [0.43, -0.53, 1.26], [1.98, -0.03, 1.53], [1.86, -0.58, -0.81], [1.85, 1.25, -0.84]],
  "nbo_charge": [-0.620, -0.582, 0.726, -0.346, -0.406, -0.441, 0.528, 0.233, 0.221, 0.213, 0.235, 0.239]
}

=====

iii | {
  "formula": "C2H5NO3S",
  "method": "ωB97M-V with the def2-TZVPD basis set",
  "total_charge": 0,
  "orbital_gap_ev": 10.168,
  "multiplicity": 1,
  "smiles": "NC(O)(O)C(=O)S",
  "elements": ["C", "C", "N", "O", "O", "O", "S", "H", "H", "H", "H", "H"],
  "positions_angstrom": [[0.31, -0.19, 0.28], [-1.19, -0.69, 0.12], [0.57, 0.59, -0.91], [1.15, -1.27, 0.39], [0.34, 0.64, 1.44], [-1.42, -1.86, 0.06], [-2.50, 0.51, 0.11], [0.51, 1.60, -0.77], [1.45, 0.23, -1.14], [0.96, 0.26, 2.14], [0.78, -1.97, 0.95], [-3.48, -0.46, 0.49]],
  "nbo_charge": [0.558, 0.390, -0.851, -0.707, -0.744, -0.562, -0.030, 0.395, 0.383, 0.494, 0.505, 0.169]
}

=====

Which structure is most stable, and how do the rest compare? From most to least stable: iii, i, ii.

=====

i | {
  "formula": "C2H5NO3S",
  "method": "ωB97M-V with the def2-TZVPD basis set",
  "total_charge": 0,
  "orbital_gap_ev": [7.245, 8.704],
  "multiplicity": 1,
  "elements": ["C", "C", "N", "O", "O", "O", "S", "H", "H", "H", "H", "H"],
  "positions_angstrom": [[2.01, 1.70, 2.91], [-0.31, -1.04, -0.90], [1.65, 1.04, 2.00], [-1.87, 2.04, -1.08], [-1.07, 1.11, 2.15], [-0.66, -0.49, 0.40], [-0.52, 1.01, 0.85], [-2.80, 2.35, -0.76], [2.67, 2.36, 3.46], [-0.55, -2.21, -0.93], [0.77, -0.99, -1.14], [-0.95, -0.43, -1.78]],
  "nbo_charge": [0.138, -0.305, -0.374, -0.991, -0.839, -0.720, 1.734, 0.436, 0.248, 0.221, 0.200, 0.253]
}

=====

ii | {
  "formula": "C2H5NO3S",
  "method": "ωB97M-V with the def2-TZVPD basis set",
  "total_charge": 0,
  "orbital_gap_ev": [8.007, 8.006],
  "multiplicity": 1,
  "elements": ["C", "C", "N", "O", "O", "O", "S", "H", "H", "H", "H", "H"],
  "positions_angstrom": [[-0.07, -0.76, 0.95], [1.28, 0.59, -1.08], [0.24, 1.08, -0.19], [-2.19, -1.29, 2.57], [-2.58, 0.08, 0.65], [0.76, -0.39, -1.91], [-1.62, -0.46, 1.59], [0.75, -0.51, 1.69], [1.47, 1.51, -1.85], [2.08, 0.21, -0.54], [-0.70, 1.16, -0.51], [0.58, -1.22, -1.37]],
  "nbo_charge": [-0.606, 0.062, -0.531, -0.829, -0.846, -0.729, 2.026, 0.233, 0.201, 0.170, 0.371, 0.478]
}

=====

Which structure is most stable, and how do the rest compare? From most to least stable: i, ii.

=====

i | {
  "formula": "C2H5NO3S",
  "method": "ωB97M-V with the def2-TZVPD basis set",
  "total_charge": 0,
  "orbital_gap_ev": 10.911,
  "multiplicity": 1,
  "elements": ["C", "C", "N", "O", "O", "O", "S", "H", "H", "H", "H", "H"],
  "positions_angstrom": [[3.20, 0.77, -0.56], [-1.75, 0.56, -0.72], [2.56, -0.16, -0.69], [0.41, -0.56, 1.80], [-1.33, -2.12, 0.64], [-0.43, -0.05, -0.66], [-0.11, -1.35, 0.32], [-0.24, -0.60, 2.50], [3.86, 1.57, -0.53], [-2.23, 0.26, 0.25], [-2.32, 0.00, -1.48], [-1.62, 1.67, -0.86]],
  "nbo_charge": [0.085, -0.280, -0.309, -0.914, -0.925, -0.717, 1.749, 0.485, 0.221, 0.194, 0.200, 0.210]
}

=====

ii | {
  "formula": "C2H5NO3S",
  "method": "ωB97M-V with the def2-TZVPD basis set",
  "total_charge": 0,
  "orbital_gap_ev": 8.541,
  "multiplicity": 1,
  "elements": ["C", "C", "N", "O", "O", "O", "S", "H", "H", "H", "H", "H"],
  "positions_angstrom": [[0.88, -0.58, 0.94], [-0.41, 1.53, 0.60], [0.42, 0.41, 0.22], [0.31, -0.81, -2.34], [-1.50, -1.96, -1.17], [1.56, -1.48, 0.57], [-0.34, -2.06, -1.97], [0.43, 0.23, -0.77], [0.55, -0.30, 1.94], [-1.45, 1.27, 0.03], [-0.46, 1.27, 1.63], [0.02, 2.49, 0.32]],
  "nbo_charge": [0.537, -0.401, -0.601, -0.854, -0.825, -0.629, 1.692, 0.402, 0.072, 0.197, 0.201, 0.211]
}

=====

Which structure is most stable, and how do the rest compare? From most to least stable: ii, i.

=====

i | {
  "formula": "C2H6NP",
  "method": "ωB97M-V with the def2-TZVPD basis set",
  "total_charge": 0,
  "orbital_gap_ev": 9.686,
  "multiplicity": 1,
  "elements": ["C", "C", "N", "P", "H", "H", "H", "H", "H", "H"],
  "positions_angstrom": [[1.74, -0.35, -1.23], [0.10, 0.16, 1.03], [2.83, -0.17, -0.93], [-1.22, -0.74, 0.49], [0.74, -0.64, -1.41], [-2.35, 1.29, -0.55], [0.65, -0.14, 1.88], [0.44, 0.98, 0.47], [-1.25, -1.85, 1.34], [-1.69, 1.47, -1.09]],
  "nbo_charge": [0.064, -0.746, -0.314, 0.381, 0.235, 0.018, 0.219, 0.215, -0.056, -0.016]
}

=====

ii | {
  "formula": "C2H6NP",
  "method": "ωB97M-V with the def2-TZVPD basis set",
  "total_charge": 0,
  "orbital_gap_ev": 7.739,
  "multiplicity": 1,
  "elements": ["C", "C", "N", "P", "H", "H", "H", "H", "H", "H"],
  "positions_angstrom": [[-1.51, 0.97, 0.01], [-0.31, 0.16, 0.11], [0.87, 0.27, -0.10], [2.44, 0.01, -0.04], [-2.37, 0.47, 0.45], [-1.37, 1.94, 0.50], [-1.71, 1.16, -1.05], [0.35, -2.39, 0.83], [1.11, -2.25, 0.69], [2.51, -0.33, -1.40]],
  "nbo_charge": [-0.709, 0.332, -0.605, 0.338, 0.238, 0.241, 0.253, -0.018, -0.014, -0.056]
}

=====

iii | {
  "formula": "C2H6NP",
  "method": "ωB97M-V with the def2-TZVPD basis set",
  "total_charge": 0,
  "orbital_gap_ev": 7.856,
  "multiplicity": 1,
  "elements": ["C", "C", "N", "P", "H", "H", "H", "H", "H", "H"],
  "positions_angstrom": [[-1.73, 0.03, 0.79], [0.65, 0.53, 1.22], [-1.68, -0.73, -0.16], [1.35, -0.44, -0.06], [-2.33, 0.44, 1.63], [0.85, 1.57, 1.48], [0.73, 0.05, 2.16], [-2.44, -1.39, -0.62], [1.55, 0.63, -0.99], [0.41, -1.00, -0.83]],
  "nbo_charge": [0.191, -0.823, -0.657, 0.316, 0.201, 0.225, 0.192, 0.395, -0.035, -0.005]
}

=====

Which structure is most stable, and how do the rest compare? From most to least stable: ii, i, iii.